Formula: C6H11O4
Source: the Open Molecules 2025 dataset
Level of theory: ωB97M-V/def2-TZVPD

Cartesian coordinates (Å):
C  -2.27712  0.41782  0.03333
C  0.56427  1.16219  1.11258
C  0.35202  0.83050  -1.34306
C  1.92358  -0.74715  0.07677
C  -0.59925  -0.74672  0.23841
C  0.64519  0.08890  -0.04065
O  -2.38574  1.39004  0.75703
O  -2.95263  -0.23382  -0.71227
O  -0.89164  -1.62384  -0.84320
O  -0.68282  -1.37619  1.52681
H  0.90660  0.83681  2.04926
H  -0.40778  1.55604  1.23082
H  1.16683  1.92930  0.60734
H  0.56249  0.15502  -2.13938
H  0.93408  1.76296  -1.60881
H  -0.67787  1.10542  -1.14107
H  2.05856  -1.11975  1.09554
H  1.86619  -1.69565  -0.54775
H  2.89322  -0.42922  -0.28199
H  -1.59054  -1.26793  -1.33517
H  -1.40764  -1.99472  1.26546

Forces on the atoms, in the same order (eV/Å):
C 3.235 -1.374 2.242
C 1.445 0.291 -2.810
C 1.093 0.667 0.495
C -0.074 -2.207 -0.936
C -2.793 2.082 -1.664
C -0.303 0.450 2.391
O -0.413 0.538 -0.093
O -2.022 -0.503 -1.874
O 3.216 -1.930 2.295
O -0.356 -0.843 -2.032
H 0.869 -0.493 1.167
H -1.096 0.203 -0.063
H 0.342 0.468 1.184
H -0.650 -0.544 -0.960
H -0.246 -0.853 0.925
H -0.119 0.219 -1.188
H -0.094 0.207 0.027
H -0.575 0.823 0.591
H 0.163 1.260 0.068
H -2.279 1.177 -0.688
H 0.657 0.360 0.924

Calculated total energy ... -536.18622 a.u.
Charge ... -1
Frontier orbital gap ... 6.70 eV
LUMO ... 3.72 eV
2S+1 ... 1
Highest occupied orbital energy ... -2.9800 eV
Energy relative to the best compared isomer or geometry (same formula, charge and spin) ... 106.8 kJ/mol

Formula: C6H11OP
Source: the Open Molecules 2025 dataset
Level of theory: ωB97M-V/def2-TZVPD

Cartesian coordinates (Å):
C  1.85682  0.27986  -0.49306
C  -0.42318  1.36724  -0.33658
C  0.89821  1.09047  0.29287
C  1.13904  -0.32564  0.70498
C  0.20889  -1.37560  0.44785
C  -1.13173  0.08153  -0.75602
O  0.63574  -2.46246  -0.24491
P  -2.66382  -0.38639  -0.03771
H  1.49083  0.02616  -1.45290
H  2.95999  0.52861  -0.45459
H  -0.90207  2.00118  0.33777
H  -0.23917  2.03280  -1.10930
H  1.20353  1.97266  1.03322
H  1.88372  -0.30110  1.55054
H  -0.38123  -1.56128  1.40012
H  -0.99402  -0.43535  -1.79170
H  0.08554  -3.29913  -0.29401
H  -3.61340  0.79093  -0.02837
H  -2.01369  -0.02450  1.23178

Forces on the atoms, in the same order (eV/Å):
C 1.900 1.041 0.689
C 0.266 -1.893 -0.345
C 0.415 1.932 1.774
C 3.724 1.332 0.173
C -3.702 0.314 0.648
C 2.292 -1.894 -1.052
O 0.081 -1.057 -0.549
P -0.865 0.502 2.038
H -0.175 -0.413 -0.819
H -1.482 -0.556 0.075
H -1.818 0.398 1.353
H 0.306 1.051 -2.214
H -0.189 -2.198 -1.711
H -1.218 -0.846 -0.467
H 0.114 -0.292 -1.425
H 0.139 1.573 1.670
H 0.401 2.062 0.607
H 1.183 -0.766 -0.210
H -1.372 -0.289 -0.235

Calculated total energy ... -651.62876 a.u.
Charge ... 0
Frontier orbital gap ... 8.73 eV
LUMO ... 0.70 eV
2S+1 ... 1
Highest occupied orbital energy ... -8.0372 eV
Energy relative to the best compared isomer or geometry (same formula, charge and spin) ... 503.5 kJ/mol

Formula: C6H11P
Source: the Open Molecules 2025 dataset
Level of theory: ωB97M-V/def2-TZVPD

Cartesian coordinates (Å):
C  -0.59364  2.34428  2.75348
C  0.10475  -0.42117  -1.06233
C  0.67800  0.98087  -1.20371
C  -0.13076  -2.58513  0.13636
C  0.23686  -1.15865  0.24686
C  -0.06881  2.10648  -1.31511
P  0.77560  2.19933  3.53263
H  -1.61808  2.16238  2.56986
H  0.46990  -1.11126  -1.86469
H  -0.92873  -0.35184  -1.42807
H  1.69686  1.13066  -1.18561
H  -1.12036  -2.38010  -0.24484
H  0.46902  -3.15044  -0.57064
H  -0.26032  -3.07922  1.10751
H  -0.45958  -0.64498  0.96737
H  1.29160  -1.15748  0.42255
H  -1.07058  2.12179  -1.67850
H  0.52827  2.99447  -1.18313

Forces on the atoms, in the same order (eV/Å):
C 3.061 -0.827 2.436
C -0.499 -0.155 -2.834
C -3.311 0.027 0.366
C -1.708 -0.128 0.072
C 0.420 1.589 0.406
C 2.191 -1.537 -0.158
P -2.395 0.541 -1.776
H -0.663 0.279 -0.676
H 0.518 0.528 0.441
H -0.306 0.068 0.647
H 2.285 0.034 0.646
H -0.850 -1.448 -0.515
H 0.005 -0.088 0.052
H 0.362 0.010 -0.319
H 1.350 -0.415 -0.094
H 0.760 0.842 1.257
H -0.785 0.090 0.500
H -0.434 0.592 -0.452

Calculated total energy ... -576.42346 a.u.
Charge ... 0
Frontier orbital gap ... 9.58 eV
LUMO ... 0.25 eV
2S+1 ... 1
Highest occupied orbital energy ... -9.3309 eV
Energy relative to the best compared isomer or geometry (same formula, charge and spin) ... 247.2 kJ/mol
SMILES ... C=CCCC.C#P